Entry 1:
A cluster of 9 separate species, C27H74F3N10O11S in total. Source: the Open Molecules 2025 dataset; level of theory: ωB97M-V/def2-TZVPD.

Last column: Löwdin charge in e.
Element x y z (Å)
C 2.34819 0.65858 0.01058  -0.615
F 2.47569 -0.16386 1.07034  0.084
F 3.34384 1.56702 0.05530  0.117
F 2.46757 -0.09325 -1.09387  0.109
S 0.60248 1.42546 0.18793  0.488
O 0.69205 2.46206 -0.80649  -0.315
O -0.41641 0.39618 -0.15874  -0.349
O 0.50188 1.94021 1.53912  -0.340
C -3.55102 2.39078 -1.76154  -0.717
O -4.74444 2.63628 -1.94473  0.005
N -2.53893 2.96634 -2.45087  0.148
N -2.99962 1.75041 -0.75015  0.177
H -2.94230 3.36748 -3.28542  0.103
H -1.55971 2.93577 -2.20536  0.083
H -3.54159 1.24564 -0.06345  0.091
H -1.99814 1.62906 -0.79921  0.054
C 2.88490 4.61182 2.51812  -0.842
O 3.10597 5.77842 2.51410  0.061
N 3.79270 3.69300 2.54669  0.156
N 1.76058 4.08660 2.82639  0.178
H 3.60112 2.70703 2.44059  0.081
H 4.73475 3.95624 2.79833  0.110
H 1.05081 4.79818 2.72652  0.107
H 1.53834 3.14471 2.53733  0.058
C 1.39256 -3.23795 -1.91273  -0.057
C 0.85562 -4.28839 -2.92603  -0.401
C 1.22027 -4.01172 -4.34893  -0.189
O 0.64606 -4.93539 -5.29890  -0.191
C -0.81476 -4.96636 -5.33257  -0.089
N 1.53958 -5.56683 -2.43400  0.039
H 1.13287 -2.21314 -2.17810  0.057
H 2.47406 -3.32147 -1.80555  0.074
H 0.98514 -3.27096 -0.90227  0.074
H -0.22689 -4.40938 -2.88563  0.107
H 2.30702 -3.97549 -4.42491  0.139
H 0.77247 -3.05483 -4.61712  0.093
H -1.37956 -4.04456 -5.47189  0.072
H -1.13724 -5.52934 -4.45669  0.076
H -1.11841 -5.61103 -6.15735  0.087
H 1.36075 -6.28704 -3.11915  0.052
H 0.93834 -5.83534 -1.66816  0.058
C 6.08514 1.18283 2.97859  -0.064
C 6.20984 -0.10487 2.20768  -0.457
C 6.68886 0.03872 0.71785  -0.158
O 6.99110 -1.26473 0.18780  -0.175
C 5.85596 -2.00263 -0.13632  -0.125
N 7.24341 -0.86921 2.88752  0.033
H 5.33192 1.71592 2.39846  0.045
H 7.02177 1.72291 2.84023  0.085
H 5.92461 1.13840 4.05579  0.087
H 5.27193 -0.65833 2.25360  0.119
H 7.51780 0.74116 0.63102  0.126
H 5.94574 0.68341 0.24854  0.110
H 5.33182 -2.33596 0.75937  0.080
H 5.99750 -2.93630 -0.68071  0.090
H 5.16463 -1.38912 -0.71405  0.085
H 6.89249 -1.04512 3.81811  0.069
H 7.24423 -1.71604 2.33708  0.059
C -3.64342 -3.83434 -2.40460  -0.070
C -3.69919 -2.41947 -1.69899  -0.411
C -3.54478 -2.50696 -0.13900  -0.188
O -3.86871 -1.23319 0.44293  -0.161
C -3.12109 -1.23597 1.66839  -0.123
N -2.73613 -1.66009 -2.42963  0.042
H -3.01027 -4.56535 -1.90179  0.059
H -3.37140 -3.85433 -3.45992  0.059
H -4.64659 -4.25976 -2.37648  0.062
H -4.64965 -2.03262 -2.06652  0.133
H -2.52905 -2.87996 -0.00756  0.119
H -4.21580 -3.26178 0.27096  0.122
H -3.69347 -0.59520 2.33912  0.076
H -2.13155 -0.78034 1.63210  0.074
H -3.01265 -2.20014 2.16511  0.087
H -1.85459 -2.05299 -2.13197  0.060
H -2.66284 -0.73438 -2.03242  0.056
C 0.25094 0.08323 -7.99232  -0.067
C 0.34797 -1.04278 -6.88795  -0.422
C 0.17914 -0.35364 -5.46718  -0.181
O 1.25065 0.59154 -5.35273  -0.197
C 1.22699 1.26730 -4.06193  -0.077
N -0.65540 -2.01320 -7.16975  0.057
H -0.58896 0.73544 -7.75299  0.068
H 0.11222 -0.24986 -9.02087  0.064
H 0.99698 0.87785 -8.00164  0.065
H 1.40320 -1.31137 -6.93753  0.128
H 0.12025 -1.05219 -4.63252  0.094
H -0.69978 0.27896 -5.34302  0.121
H 1.99825 2.02236 -4.21404  0.090
H 1.46290 0.70132 -3.16076  0.063
H 0.33240 1.82507 -3.78499  0.073
H -0.09776 -2.55570 -7.81381  0.082
H -0.66645 -2.65363 -6.38882  0.018
C -3.08998 2.42792 2.42784  -0.077
C -3.01497 3.93326 2.20719  -0.392
C -3.98109 4.77816 3.01853  -0.166
O -5.41334 4.41794 2.80390  -0.180
C -5.99494 3.80131 3.95281  -0.123
N -1.60012 4.29731 2.54217  0.050
H -3.98330 2.13275 1.87742  0.075
H -3.18279 2.07426 3.45468  0.063
H -2.24139 1.91034 1.98052  0.055
H -3.26319 4.19604 1.17887  0.139
H -3.88033 5.82852 2.74518  0.116
H -3.60870 4.84202 4.04095  0.114
H -6.03427 4.31574 4.91297  0.077
H -5.36011 2.94624 4.18509  0.063
H -6.97478 3.47832 3.60111  0.088
H -1.01144 3.66730 2.01621  0.025
H -1.38589 3.76543 3.37360  0.057
C -2.52542 1.34445 6.40300  -0.054
C -1.36565 0.36742 6.01476  -0.392
C -1.43859 -0.31862 4.57036  -0.156
O -0.61063 -1.47270 4.38127  -0.161
C 0.69608 -1.28057 4.04997  -0.143
N -0.11384 1.09451 5.92689  0.019
H -2.56270 2.35036 5.98484  0.065
H -2.44429 1.36272 7.48982  0.066
H -3.46078 0.85474 6.13209  0.066
H -1.23151 -0.32494 6.84587  0.126
H -1.32092 0.44101 3.79756  0.112
H -2.45342 -0.71091 4.50441  0.107
H 1.21195 -2.18511 4.37212  0.100
H 1.14311 -0.38018 4.47135  0.065
H 0.91402 -1.01195 3.01632  0.079
H 0.12544 1.34791 6.87485  0.071
H 0.60007 0.43318 5.65655  0.026

Largest force on an atom ... 6.4 eV/Å
Kohn-Sham gap ... 9.33 eV
Total charge ... -1
Energy relative to the best compared isomer or geometry (same formula, charge and spin) ... 5.801 eV


Entry 2:
A cluster of 11 separate species, C27H74F3NO12S9 in total. Source: the Open Molecules 2025 dataset; level of theory: ωB97M-V/def2-TZVPD.

Last column: Löwdin charge in e.
Element x y z (Å)
C 1.61674 -1.35734 -0.18989  -0.007
N 0.63673 -0.34345 -0.55147  -0.300
C 1.35576 0.87899 -1.11219  0.020
C -0.27996 -0.80052 -1.61561  -0.018
C -0.29764 0.09066 0.54553  -0.094
C -0.78387 -0.96716 1.50493  -0.233
O -1.39222 -2.12419 1.01014  -0.085
H 1.93796 -1.84055 -1.11127  0.087
H 1.25771 -2.12048 0.48414  0.065
H 2.45119 -0.89549 0.28072  0.074
H 1.99541 0.60050 -1.97012  0.094
H 1.96092 1.32241 -0.33875  0.056
H 0.58313 1.56223 -1.38858  0.057
H 0.32783 -1.09379 -2.49908  0.107
H -1.04619 -0.03239 -1.82260  0.080
H -0.70133 -1.73708 -1.21325  0.103
H -1.10879 0.65761 0.08641  0.121
H 0.29951 0.69260 1.21987  0.105
H -1.35670 -0.30615 2.18638  0.111
H 0.02699 -1.41752 2.08118  0.103
H -0.77948 -2.83895 1.14721  0.011
C 0.99356 -4.81943 1.97129  -0.452
O 1.71003 -5.42473 0.83075  -0.054
O 0.58405 -3.60211 1.70721  -0.163
C -0.10544 -5.75513 2.36313  -0.559
F 0.26662 -6.98829 2.71845  0.146
F -0.74314 -5.29410 3.45661  0.131
F -0.96159 -5.87927 1.32006  0.134
C 2.87971 -4.82674 0.79376  -0.376
C 3.86213 -5.53504 -0.17855  -0.050
H 3.49912 -5.50075 -1.19920  0.037
H 4.80658 -5.00053 -0.04263  0.074
H 3.87197 -6.61096 0.02613  0.078
H 3.34428 -4.82497 1.80748  0.122
H 2.78249 -3.77488 0.49269  0.099
H 1.77858 -4.77794 2.73977  0.139
C -3.27276 2.96148 1.14237  -0.283
S -4.20638 4.38423 0.83012  0.763
O -5.49632 3.89007 0.31162  -0.542
C -4.63307 4.96325 2.43634  -0.275
H -3.75982 2.17139 1.71520  0.075
H -2.30975 3.22245 1.60587  0.045
H -3.06400 2.60456 0.14260  0.012
H -5.34919 4.23993 2.82220  0.055
H -5.18049 5.90779 2.33432  0.054
H -3.77062 5.06204 3.11503  0.054
C -5.87512 -2.46717 2.17725  -0.234
S -4.25766 -2.68979 3.04398  0.784
O -4.62671 -3.15965 4.40172  -0.556
C -3.63570 -4.08916 2.22689  -0.283
H -6.30119 -1.48617 2.40284  0.046
H -6.48565 -3.29621 2.52364  0.047
H -5.78909 -2.56944 1.08497  0.034
H -3.32450 -3.87268 1.19988  0.049
H -4.45822 -4.78259 2.27076  0.055
H -2.79934 -4.49210 2.77792  0.037
C 2.11336 -3.91671 -3.32516  -0.277
S 2.95541 -2.76348 -4.37419  0.825
O 2.88464 -1.46822 -3.64690  -0.566
C 4.54160 -3.54596 -4.07100  -0.269
H 2.46309 -3.81336 -2.30781  0.034
H 2.33086 -4.90896 -3.75936  0.063
H 1.03102 -3.69794 -3.39916  0.064
H 4.86009 -3.35752 -3.05065  0.056
H 5.30555 -3.11022 -4.73553  0.056
H 4.42429 -4.62983 -4.15282  0.053
C -1.48521 0.93293 4.99850  -0.270
S -0.34327 2.13861 4.47618  0.789
O -0.60261 2.34598 3.03279  -0.546
C -1.07041 3.55082 5.31493  -0.269
H -1.17445 0.06843 4.38361  0.051
H -2.50217 1.25920 4.78790  0.067
H -1.31806 0.69249 6.03482  0.059
H -2.17806 3.60682 5.18164  0.062
H -0.62242 4.49166 4.93634  0.061
H -0.86275 3.51204 6.38790  0.051
C 4.69131 0.90024 3.54359  -0.252
S 3.04602 0.44597 3.11377  0.820
O 2.77471 0.79843 1.68921  -0.545
C 3.15473 -1.28897 3.17941  -0.271
H 4.76857 1.33359 4.52430  0.046
H 4.96874 1.57331 2.71809  0.067
H 5.38115 0.04106 3.52687  0.059
H 3.15518 -1.53341 4.24580  0.068
H 4.00195 -1.72164 2.63837  0.073
H 2.21325 -1.64699 2.74622  0.036
C -4.78861 -1.98292 -3.99659  -0.272
S -3.33431 -1.57510 -3.07296  0.797
O -3.33910 -0.10592 -3.00958  -0.553
C -3.97647 -2.15367 -1.50505  -0.261
H -5.64080 -1.64042 -3.43826  0.047
H -4.81477 -3.07001 -4.07630  0.056
H -4.78428 -1.49675 -4.97376  0.061
H -3.19716 -1.89556 -0.76366  0.038
H -4.13795 -3.24026 -1.61096  0.069
H -4.90427 -1.61098 -1.28971  0.061
C 3.31930 3.41180 -5.46945  -0.272
S 3.44061 3.49615 -3.75131  0.767
O 2.07515 3.57697 -3.23211  -0.540
C 4.05962 1.97827 -3.23790  -0.268
H 4.17092 2.94938 -5.92369  0.053
H 3.22791 4.47032 -5.72371  0.052
H 2.36480 2.94301 -5.78241  0.079
H 3.97965 2.05140 -2.14619  0.055
H 5.10081 1.91022 -3.48938  0.059
H 3.45295 1.16147 -3.61958  0.047
C -1.11924 4.27562 -3.34016  -0.273
S -1.82980 2.78282 -2.86000  0.795
O -1.32066 2.50212 -1.50698  -0.536
C -3.49080 3.28496 -2.74697  -0.278
H -0.03222 4.18408 -3.26591  0.022
H -1.49016 5.02672 -2.65803  0.058
H -1.44812 4.50256 -4.35350  0.066
H -3.94987 3.47669 -3.73322  0.075
H -3.73701 4.13882 -2.09192  0.054
H -3.96565 2.36990 -2.36540  0.046
C 2.78395 6.42043 -0.78834  -0.249
S 3.31351 4.82270 -0.20808  0.755
O 4.01379 5.07775 1.04729  -0.535
C 1.76686 4.08192 0.15610  -0.261
H 2.17847 6.32430 -1.66998  0.043
H 3.70377 6.96759 -0.97787  0.050
H 2.26423 6.86110 0.05909  0.056
H 1.18631 3.92611 -0.77997  0.051
H 1.18347 4.57066 0.93294  0.070
H 2.13197 3.12005 0.51959  0.018

Largest force on an atom ... 4.0 eV/Å
Kohn-Sham gap ... 8.16 eV
Total charge ... 0


Entry 3:
A cluster of 11 separate species, C27H74O12 in total. Source: the Open Molecules 2025 dataset; level of theory: ωB97M-V/def2-TZVPD.

Last column: Löwdin charge in e.
Element x y z (Å)
C 0.03146 1.36728 -1.94411  -0.106
C -0.47495 2.50489 -2.96835  -0.356
C 0.73585 3.60345 -3.00451  -0.094
C -0.65113 1.99231 -4.47362  -0.162
C 0.43061 0.80774 -4.79794  -0.174
C 0.54135 0.46605 -6.35036  -0.166
O 1.70629 -0.34892 -6.70264  -0.096
C 2.12532 -1.15365 -5.62341  -0.298
O 3.12948 -0.97384 -4.92660  0.047
H 1.14426 1.19683 -2.16137  0.077
H -0.47838 0.36386 -2.08393  0.069
H -0.04531 1.68061 -0.85482  0.071
H -1.45057 2.94116 -2.58759  0.113
H 0.82319 3.97037 -1.91878  0.082
H 1.71999 3.09074 -3.24527  0.071
H 0.45184 4.44333 -3.71097  0.068
H -1.69424 1.59375 -4.73233  0.094
H -0.42360 2.82018 -5.24285  0.113
H 1.42085 1.17680 -4.37373  0.110
H 0.02523 -0.11399 -4.24199  0.117
H 0.57823 1.39291 -7.02098  0.135
H -0.38223 -0.13221 -6.69272  0.120
H 1.44703 -2.03729 -5.33331  0.161
C 1.04065 0.39419 3.09130  -0.081
C 2.17074 0.97433 2.26472  -0.309
O 1.64335 1.72165 1.17404  -0.097
H 0.40801 -0.25200 2.47696  0.062
H 1.42901 -0.18705 3.92890  0.063
H 0.39872 1.18986 3.48223  0.063
H 2.79592 0.17641 1.85811  0.108
H 2.80203 1.63263 2.87015  0.097
H 1.09895 2.42989 1.54135  0.079
C 2.88097 -4.35633 4.64297  -0.094
C 1.48310 -3.77917 4.55332  -0.309
O 1.52783 -2.46356 4.00622  -0.102
H 3.51871 -3.72419 5.26698  0.076
H 2.86018 -5.36259 5.06532  0.064
H 3.34578 -4.39954 3.65358  0.073
H 1.03120 -3.71800 5.54376  0.107
H 0.84353 -4.40103 3.92052  0.091
H 1.92067 -2.52893 3.12630  0.073
C -2.25105 -6.12916 4.01030  -0.088
C -1.37155 -6.09339 5.24481  -0.312
O -1.24817 -4.75881 5.72352  -0.092
H -1.83233 -5.49667 3.22305  0.061
H -2.34871 -7.14875 3.62925  0.071
H -3.24887 -5.74086 4.23439  0.074
H -0.37006 -6.46136 5.01128  0.099
H -1.79149 -6.71604 6.04154  0.110
H -2.13462 -4.44150 5.93676  0.086
C -4.21320 6.60838 -2.99119  -0.093
C -3.26797 5.64550 -2.30042  -0.317
O -2.03229 5.58057 -3.00392  -0.097
H -4.39629 6.29296 -4.02157  0.075
H -5.16866 6.66380 -2.46413  0.073
H -3.77842 7.61101 -3.03690  0.072
H -3.69614 4.64107 -2.27612  0.110
H -3.07077 5.96230 -1.27156  0.095
H -1.65677 6.46985 -3.01286  0.086
C 4.45364 0.47775 -1.57594  -0.093
C 5.84823 0.42473 -2.16658  -0.324
O 6.26612 -0.92624 -2.32247  -0.089
H 4.42818 -0.02501 -0.60559  0.071
H 4.12280 1.51130 -1.44627  0.074
H 3.74056 -0.04145 -2.22291  0.061
H 6.56197 0.92446 -1.50834  0.109
H 5.87711 0.91657 -3.14418  0.108
H 5.63569 -1.35882 -2.91304  0.077
C -3.74009 6.23409 2.92275  -0.092
C -2.61435 6.81325 2.08902  -0.325
O -3.14147 7.56101 0.99811  -0.096
H -4.37575 5.58798 2.31228  0.077
H -3.34702 5.65270 3.76013  0.072
H -4.37879 7.03012 3.31664  0.072
H -1.99218 6.01475 1.68006  0.111
H -1.98017 7.47076 2.69242  0.106
H -3.68293 8.27061 1.36546  0.081
C -0.96924 -2.58796 0.47979  -0.081
C 0.39064 -2.61163 -0.19055  -0.312
O 0.59527 -1.41689 -0.93366  -0.101
H -1.76182 -2.48262 -0.26538  0.078
H -1.14035 -3.50472 1.04989  0.062
H -1.05200 -1.73295 1.15672  0.065
H 0.46148 -3.45417 -0.88156  0.113
H 1.19052 -2.70571 0.55236  0.099
H 0.54063 -0.67458 -0.31567  0.058
C -3.81455 -1.79696 -7.01837  -0.091
C -2.93294 -1.74957 -5.78603  -0.319
O -2.80924 -0.41079 -5.31918  -0.104
H -3.39790 -1.17172 -7.81195  0.077
H -3.91235 -2.81972 -7.38986  0.075
H -4.81199 -1.40721 -6.79558  0.073
H -1.93187 -2.11911 -6.01815  0.106
H -3.35116 -2.36514 -4.98323  0.109
H -3.69629 -0.09350 -5.10741  0.088
C 1.93663 3.88944 4.97681  -0.087
C 0.54395 4.37927 5.31686  -0.321
O -0.40281 3.33690 5.11813  -0.095
H 1.98069 3.54929 3.93912  0.058
H 2.67543 4.68140 5.11993  0.077
H 2.21003 3.03593 5.60394  0.079
H 0.26518 5.21681 4.67428  0.109
H 0.48918 4.71052 6.35879  0.109
H -0.15404 2.60442 5.69604  0.081
C 0.56110 -8.45118 1.91881  -0.087
C 1.07253 -7.02755 2.01835  -0.313
O 1.72396 -6.82303 3.26732  -0.102
H -0.13639 -8.66565 2.73255  0.070
H 0.05349 -8.61844 0.96593  0.077
H 1.38482 -9.16522 2.00813  0.075
H 0.24460 -6.31855 1.95056  0.098
H 1.78062 -6.80987 1.21236  0.112
H 2.46009 -7.44594 3.31762  0.092

Largest force on an atom ... 3.7 eV/Å
Kohn-Sham gap ... 10.17 eV
Structure (SMILES) ... CC(C)CCCOC=O.CCO.CCO.CCO.CCO.CCO.CCO.CCO.CCO.CCO.CCO
Total charge ... 0
Energy relative to the best compared isomer or geometry (same formula, charge and spin) ... 1.408 eV


Q: The highest largest force on an atom belongs to which entry?
A: C27H74F3N10O11S